# 1
A cluster of 10 separate species, C9H36ClN18O13 in total, computed with ωB97M-V with the def2-TZVPD basis set.

For the HOMO energy, the calculation gives -6.637 eV. As for the orbital gap: 0.3091 Eh. As for the molar mass: 640.0 g/mol. As for the LUMO energy: 1.77 eV. As for the energy above the lowest of the compared OMol25 structures with the same formula, charge and spin: 785.8 kJ/mol.

Structure (ORCA input):
```
! wB97M-V def2-TZVPD RIJCOSX def2/J DEFGRID3
* xyz -1 1
C 2.55710 0.12505 4.97515
H 3.99395 1.26823 4.42683
N 1.83200 -0.81380 4.42144
N 6.76267 -2.28713 2.45799
H 0.31940 -5.69991 0.88747
C 5.44456 -2.33576 2.17901
N 2.10346 5.21436 0.93282
C 3.32817 5.62058 0.95480
O -1.84828 -0.20249 -0.69048
H 6.62539 2.62255 -1.43070
H 1.90770 4.30658 0.53569
H -7.88659 -5.18721 -0.77857
H -4.23957 -0.30520 -8.45317
H 4.76244 2.25999 -1.35172
H -0.58153 1.83548 3.92501
H -1.18328 0.07651 3.31430
N 6.85781 1.87227 -2.06565
N -0.22111 -6.52997 1.08482
N -7.41415 -4.65757 -1.49717
H 3.46406 0.22235 3.20803
H -1.48971 3.00232 4.82875
O 2.60732 0.35259 6.15869
H -2.76713 -5.54672 -0.26017
H 7.26031 -1.56495 1.95709
O 5.85972 0.74895 -3.74585
O -3.00697 0.82719 -6.85662
H -4.71738 3.02356 -0.90680
C -2.49468 1.37575 4.19136
N 3.35669 6.85780 1.26063
H -7.83543 -4.48040 -2.39786
O 4.73340 -3.13792 2.61226
C -1.47402 -6.54497 0.83506
N -4.35053 3.71845 -1.54135
H 2.50420 7.34993 1.48682
H -3.05705 -2.10786 -6.10215
N -4.04223 -0.94615 -7.69796
N 4.76457 1.61523 -2.12914
H 7.62036 2.13469 -2.67371
H -4.17121 -1.92092 -7.92882
C -3.27478 -0.33755 -6.87926
H -1.05462 -4.90302 -0.11432
O 4.30472 4.92042 0.66824
O -5.87431 -4.21406 -0.08495
O -3.36075 5.70178 -1.93543
O -0.21973 -1.68973 0.07753
H 1.79664 -0.79381 3.41226
H 7.13380 -2.85968 3.20267
H 4.24436 7.33923 1.24154
N -1.45215 2.10996 4.35719
H -2.27214 -0.80584 -5.30909
H -2.69540 -0.59748 3.61634
H -2.47822 5.44007 0.25778
O -0.04038 -0.47928 -1.98026
C -6.40969 -3.86382 -1.11673
H -4.64921 3.78758 -2.50369
H -5.14255 -2.47503 -1.74625
N 5.10667 -1.60850 1.15231
H 4.23772 -1.96715 0.78299
H 5.74774 -1.11359 0.54883
C -3.61602 4.74817 -1.20893
H 0.21040 -7.20629 1.69839
C 5.85907 1.41056 -2.74167
H -3.62056 4.09591 0.64973
H -6.47887 -2.66017 -2.78148
N -1.77464 -5.61067 -0.08418
N -3.23598 4.80725 0.04460
Cl -0.46556 -0.45795 -0.63515
O -2.27573 -7.32435 1.26631
H 1.75885 -1.68548 4.92635
N -2.11039 0.22278 3.68736
H 4.00081 1.18037 -2.62680
O -3.60651 1.55552 4.64984
O 0.13752 0.58928 0.15792
N 3.29683 0.60064 4.12946
N -2.98278 -1.11085 -5.95876
N -6.05920 -2.87467 -1.88819
H 1.43087 5.96778 0.94163
*
```


# 2
A cluster of 9 separate species, C9H36N18O9 in total, computed with ωB97M-V with the def2-TZVPD basis set.

For the HOMO energy, the calculation gives -9.293 eV. As for the orbital gap: 0.3348 Eh. As for the molar mass: 540.5 g/mol. As for the LUMO energy: -0.18 eV. As for the energy above the lowest of the compared OMol25 structures with the same formula, charge and spin: 1074.7 kJ/mol. The SMILES is NC(N)=O.NC(N)=O.NC(N)=O.NC(N)=O.NC(N)=O.NC(N)=O.NC(N)=O.NC(N)=O.NC(N)=O.

Structure (ORCA input):
```
! wB97M-V def2-TZVPD RIJCOSX def2/J DEFGRID3
* xyz 0 1
C 0.24530 0.01880 1.34825
C 4.35511 3.73547 -3.14610
N -1.47186 -2.18779 8.37340
H 2.78333 3.25434 -4.23623
C -4.05693 4.98015 -5.08871
H -5.41152 6.03814 -4.24300
H -4.27617 -8.97860 0.39613
H 1.94158 0.99670 1.03864
N -2.08250 -6.83069 0.50476
H -5.14028 4.99783 3.80640
N -3.89157 3.44919 2.72714
H -1.84402 -2.19793 7.43452
H 8.26127 0.97723 0.58457
H -0.84282 -2.02788 10.48976
O 4.47338 -4.41502 -0.55195
H -4.36348 5.13852 -3.08726
H -7.06784 0.48917 -2.19056
H -3.58563 2.76593 2.04916
O 4.41055 2.79559 -2.37689
N 3.54207 3.91140 -4.12362
H 1.79779 0.07738 2.56446
N -6.42163 -1.32617 -1.78586
H -4.34360 3.22510 3.60210
C -3.32102 -7.24247 0.53552
C 4.85901 -3.80246 -1.48112
H -2.01221 -3.11408 11.06706
N -2.98434 4.36519 -4.82210
C -2.04199 -2.99729 9.10520
H -2.64973 4.16284 -3.89087
H -1.25273 -7.34249 0.76868
O -4.50198 5.10613 -6.24103
H -2.56703 -9.09497 0.84467
N 9.31179 0.05427 -2.10345
H 8.48694 0.22996 -2.65921
H -7.06186 -0.69907 -1.32007
O -4.77817 -1.12201 -3.31918
N 5.35920 4.59163 -3.29486
H 6.12798 4.62091 -2.64047
O -4.25526 -6.51444 0.51994
H -6.28029 -2.29746 -1.54768
H 5.11759 -2.01486 -2.45509
C -4.08729 4.58595 2.12879
H 0.42524 1.01629 -0.49508
C 9.38022 0.29698 -0.83873
N -0.10248 0.43638 0.14156
N -3.35999 -8.56826 0.50720
H 10.17710 -0.07697 -2.60755
H -5.57669 1.23053 -2.83196
N 4.74462 -2.51233 -1.65915
H 5.81291 -3.40328 -2.94299
O -2.85793 -3.76218 8.65314
H 5.71944 -5.22152 -2.55951
H 3.74042 4.49105 -4.92659
H 5.25782 5.27946 -4.02746
H 7.43787 0.86920 -0.95724
H 4.24405 -2.16609 -0.85315
H -5.43533 6.15860 2.61591
H -1.03786 -1.39907 8.83130
N -1.50976 -2.75339 10.26859
N -4.55764 5.56644 -3.98129
N 1.41898 0.44363 1.70280
N 5.61770 -4.22996 -2.39656
H -1.89447 -5.83835 0.50448
N -5.01639 5.26757 2.84100
C -5.74682 -0.68627 -2.58487
O -0.48922 -0.82669 1.91624
O 10.41532 0.08811 -0.16672
O -3.74958 4.90366 1.00998
N 8.28225 0.79318 -0.40829
N -6.07787 0.47312 -2.39008
H -2.73571 3.72175 -5.55984
H -1.00516 0.04652 -0.08931
*
```


# 3
A cluster of 9 separate species, C9H36N2O8 in total, computed with ωB97M-V with the def2-TZVPD basis set.

For the HOMO energy, the calculation gives -4.342 eV. As for the orbital gap: 0.1296 Eh. As for the molar mass: 300.4 g/mol. As for the LUMO energy: -0.82 eV. As for the energy above the lowest of the compared OMol25 structures with the same formula, charge and spin: 188.5 kJ/mol.

Structure (ORCA input):
```
! wB97M-V def2-TZVPD RIJCOSX def2/J DEFGRID3
* xyz 0 1
H 0.25468 0.63831 -2.00833
H -1.33709 4.12466 2.88776
C -0.01804 -2.13746 1.01629
H 1.47679 1.14035 1.00117
H 1.96703 -4.06410 0.47308
H 1.99732 5.47069 2.21171
C -1.32172 -3.60880 -0.56369
H -2.40881 -1.82515 -0.46392
H 3.38735 5.01246 1.79998
C -0.24781 -1.46738 -2.30223
H 3.40290 0.29323 0.08527
H -1.90053 3.32523 -1.12550
H 1.17520 -4.94043 -0.64740
H 0.89039 -1.63171 1.34878
H -1.76241 -3.93197 0.38135
N 0.78997 1.73967 1.47613
H 0.54162 -4.78418 1.00136
H -0.59945 -1.09325 -4.35721
H 0.81593 -0.00611 4.32479
C 0.93702 -4.23102 0.14750
C -2.28846 -2.64498 -1.17815
O 1.65813 3.64140 -0.74604
H 0.23462 1.37864 4.56631
H 1.04526 -0.69080 -3.83219
H -1.13997 4.64071 -1.13607
N 0.63773 -2.34395 -1.46454
H 0.71012 3.81422 -0.75050
O 2.45902 4.93004 1.56724
H -1.53968 0.29627 -2.07639
O 2.57974 0.03262 0.50253
C -0.55509 -0.04626 -1.75671
H -2.70244 0.48473 1.56771
H 0.69733 1.41254 2.44200
O -1.09815 3.74086 -0.80172
C 0.23849 -1.41843 -3.73870
C -1.66447 -2.16897 -2.43708
H -3.01922 1.83859 0.95600
H 2.20611 -0.65054 -0.08974
H -3.27251 -3.09558 -1.31590
H -0.22011 -2.81695 1.84713
H 0.58838 -2.41182 -4.01627
O -2.28678 1.27865 1.22210
H -1.77829 -2.94341 -3.19807
H 1.99517 4.13923 0.00706
H 0.04238 4.38203 3.46940
O 1.93625 -1.83559 -1.35539
H 1.02181 2.72452 1.47597
O -0.40181 4.06581 2.67894
H -0.08250 1.60150 0.97716
H -0.77165 -1.34719 1.00555
O 0.84078 0.89716 3.99753
H -1.27471 -4.41913 -1.29326
C 0.08916 -3.00167 -0.28085
H -0.64782 -0.13446 -0.67320
H -2.27716 -1.35282 -2.82877
*
```